(1)
Formula: C17H20BClN4O3PdS2SbSe4
Source: the Open Molecules 2025 dataset
Level of theory: wB97M-V/def2-TZVPD

Results
LUMO level (eV): 1.09
HOMO energy (eV): -4.4
HOMO-LUMO gap (eV): 5.489
Charge: -1
Energy relative to the best compared isomer or geometry (same formula, charge and spin) (kcal per mole): 4.06

Geometry (Å):
H (1.41802, -4.57462, 0.17645)
C (-1.24103, -2.62391, 0.91342)
C (0.80266, -4.00627, 2.14682)
Pd (-0.24393, 0.31816, 0.12582)
H (4.35387, -2.38239, 1.38778)
H (0.54372, -3.39165, -1.84024)
C (-0.32326, -3.33505, 0.12464)
H (2.61027, -2.21338, 1.09252)
H (5.03650, 2.42849, 0.27357)
C (-3.20453, -1.27027, 0.96609)
H (0.16598, 4.32547, 1.81366)
C (0.28985, 4.06059, 0.77957)
H (-0.35857, 4.91735, -3.03878)
Se (0.59480, -1.44916, -5.55737)
C (-0.46812, 4.36349, -0.30562)
C (1.19779, 3.07784, -0.93937)
O (-1.75839, 0.65507, 1.46536)
C (-0.36337, 3.86632, -2.75534)
N (0.10862, 3.74626, -1.37701)
S (2.19276, 2.09401, -1.96749)
Se (-1.12556, 0.54160, -2.14535)
C (4.78909, 0.23802, 0.31950)
C (-0.44229, -3.36071, -1.37431)
H (1.95076, 2.82720, 2.48134)
C (4.47658, 1.53866, 0.49587)
N (1.32955, 3.27249, 0.37745)
H (-1.36149, 3.44963, -2.84527)
H (-0.98153, -2.49519, -1.75148)
Cl (2.13611, -4.84440, 2.90531)
H (3.73708, -2.29716, -0.28284)
C (3.60074, -1.93933, 0.73748)
N (3.21614, 1.61005, 1.04501)
H (5.66698, -0.23608, -0.08085)
C (-1.13487, -2.62089, 2.29897)
O (-2.19950, -1.94508, 0.22970)
H (-1.37008, 4.94022, -0.40260)
Sb (0.97818, 0.90871, -5.64501)
H (-3.93834, -0.96084, 0.22151)
H (0.00026, -3.29069, 3.99579)
B (2.49310, 2.92590, 1.41738)
Se (-1.01360, 2.14782, -6.14124)
C (-2.81600, -0.00647, 1.75643)
S (1.24653, -0.11206, 1.90917)
H (0.29028, 3.31061, -3.41838)
H (-0.98898, -4.24643, -1.70714)
H (3.30303, 3.82099, 1.36882)
C (-0.10415, -3.31476, 2.92009)
C (2.75014, 0.36114, 1.20780)
N (3.70339, -0.49079, 0.76322)
H (-1.82314, -2.05057, 2.90666)
O (-3.62470, 0.32012, 2.61621)
C (0.69334, -4.02423, 0.76470)
Se (1.06858, 0.10654, -1.82575)
H (-3.69499, -1.94925, 1.66539)

Force components x, y, z for each atom (eV/Å):
H -0.0015 -0.0007 -0.0028
C -0.0186 0.0106 -0.0148
C -0.0244 -0.0008 -0.0087
Pd -0.0032 -0.0797 0.1773
H -0.0044 0.0009 0.0033
H -0.0042 -0.0019 -0.0196
C -0.0214 -0.0079 0.0046
H 0.0258 0.0143 -0.0166
H -0.0021 -0.0002 -0.0019
C 0.0338 -0.0007 0.0123
H 0.0000 -0.0009 0.0007
C -0.0136 -0.0592 0.0425
H 0.0086 0.0058 -0.0073
Se -0.0209 -0.0273 0.0416
C -0.0471 -0.0118 -0.0125
C 0.0114 0.0162 0.0327
O 0.0350 -0.0886 -0.0034
C -0.0082 0.0374 -0.0261
N 0.0286 -0.0006 -0.0220
S -0.0113 0.0264 -0.0102
Se 0.0160 -0.0571 -0.0343
C -0.0050 -0.0075 -0.0035
C -0.0073 -0.0086 -0.0140
H 0.0344 0.0379 0.0191
C 0.0212 -0.0091 0.0387
N 0.0044 0.0006 -0.0095
H 0.0011 0.0266 0.0010
H 0.0422 0.0327 0.0014
Cl 0.0085 -0.0128 0.0119
H 0.0019 -0.0083 -0.0008
C -0.0091 0.0335 0.0035
N 0.0190 0.0617 0.0022
H 0.0002 -0.0007 0.0002
C -0.0016 -0.0186 -0.0048
O 0.0115 -0.0117 0.0121
H -0.0025 -0.0040 0.0015
Sb 0.1026 0.0470 -0.0926
H 0.0029 -0.0009 0.0093
H -0.0013 0.0017 0.0005
B -0.0167 -0.0061 -0.0148
Se -0.0209 0.0106 0.0622
C -0.0567 0.1028 -0.0285
S -0.0119 0.1134 -0.0523
H -0.0132 -0.0165 -0.0151
H -0.0095 -0.0019 0.0203
H 0.0177 -0.0118 -0.0582
C -0.0048 -0.0015 0.0036
C -0.0382 -0.1225 0.0528
N 0.0037 -0.0018 -0.0205
H -0.0125 -0.0025 0.0059
O 0.0278 -0.0081 0.0017
C 0.0033 0.0176 0.0084
Se -0.0688 0.0190 -0.0734
H -0.0009 -0.0244 -0.0032

=====

(2)
Formula: BeH16O8
Source: the Open Molecules 2025 dataset
Level of theory: wB97M-V/def2-TZVPD

Results
LUMO level (eV): -7.23
HOMO energy (eV): -18.6
HOMO-LUMO gap (eV): 11.365
Charge: +2
Energy relative to the best compared isomer or geometry (same formula, charge and spin) (kcal per mole): 214.56

Geometry (Å):
O (-0.42005, -0.93846, -1.63661)
H (1.26987, -1.94571, 0.18440)
H (-0.34573, -0.29806, 2.18147)
H (0.17879, 2.66431, 0.50338)
H (2.26043, 0.92526, -0.32605)
H (2.12235, 0.49659, 0.86020)
O (-0.76691, 0.18809, 1.47259)
H (1.25182, 1.88719, -0.91704)
O (-1.62867, 0.13600, -0.35484)
O (-0.21874, 1.86624, 0.15513)
H (1.26941, 0.86577, 2.05524)
O (1.21713, 0.50230, 1.17126)
H (-2.17374, -0.48722, -0.83520)
H (1.76780, -1.06086, -0.93855)
O (-0.74577, -1.47296, 0.24284)
H (-1.03051, 2.16242, -0.25660)
O (1.30013, -1.03344, -0.10383)
H (-2.25095, 0.66034, 0.14920)
H (-1.66089, -0.15298, 1.44581)
H (-0.35215, -2.24147, 0.65597)
H (-0.49551, -1.76291, -2.11705)
O (1.42297, 0.95420, -0.78870)
H (-1.25478, -1.82682, -0.48649)
Be (0.02335, 0.18669, -0.06897)
H (-0.73966, -0.27453, -2.24758)

Force components x, y, z for each atom (eV/Å):
O 0.7222 0.8080 -6.6391
H 0.3872 -0.1856 0.0524
H -0.0553 -0.1173 0.5324
H 0.3023 0.2066 0.5504
H 0.4439 0.3219 -1.7847
H 0.0168 -0.8131 2.0452
O -1.9230 0.8158 6.1528
H 0.3293 0.1695 -0.7035
O -6.2682 4.7614 -3.4618
O -3.1499 4.2110 -0.9610
H -0.2114 0.3930 0.6800
O 3.8954 1.9394 6.5759
H -0.2691 0.4050 -0.4299
H 0.2946 -0.3098 -0.5411
O -1.7760 -8.2609 3.9524
H -0.4195 0.6747 -0.1348
O 3.9806 -4.0088 -1.8195
H -0.4928 0.6961 -0.1126
H 0.1765 -0.4006 0.9763
H -0.2594 -0.6874 0.5881
H 0.6554 -0.4788 -0.7086
O 2.4872 1.5923 -6.0495
H 0.0780 -0.9469 0.7700
Be 0.9799 -0.9380 1.6716
H 0.0754 0.1527 -1.2013